[1]
C18H27NO4S | ωB97M-V/def2-TZVPD

For the HOMO-LUMO gap, the calculation gives 0.353 Ha. As for the lowest unoccupied orbital energy: 0.45 eV. The structure (SMILES) is CC(C)CC(=O)N1CCC(O)(CS(=O)(=O)Cc2ccccc2)CC1.

Each line ends with the natural charge from an NBO analysis.
Positions of all 51 atoms, in Å:
C  4.211412  -0.800618  0.508652  -0.6094
C  4.943484  0.533683  0.625582  -0.2056
C  6.433718  0.352981  0.353644  -0.6004
C  4.346270  1.565812  -0.342852  -0.4896
C  2.913610  1.880712  0.046442  0.6944
O  2.679482  2.389458  1.129602  -0.6494
N  1.909468  1.621272  -0.828802  -0.4423
C  1.944855  0.883555  -2.067550  -0.2112
C  1.187890  -0.440546  -1.921465  -0.4135
C  -0.267388  -0.180484  -1.493472  0.2514
O  -0.894544  0.491506  -2.556014  -0.7461
C  -0.970395  -1.522402  -1.238232  -0.6600
S  -2.731575  -1.311505  -0.758089  2.1505
O  -3.464954  -2.414033  -1.309614  -0.9410
O  -3.164373  0.015034  -1.127525  -0.9716
C  -2.785731  -1.464629  1.072965  -0.6647
C  -4.151303  -1.023868  1.466030  0.0142
C  -5.230854  -1.884718  1.304259  -0.2074
C  -6.512766  -1.456794  1.597527  -0.2064
C  -6.728815  -0.165792  2.050282  -0.2008
C  -5.658233  0.697946  2.205820  -0.2082
C  -4.375211  0.273134  1.910621  -0.2035
C  -0.267189  0.679963  -0.216772  -0.4463
C  0.550938  1.951367  -0.445094  -0.2310
H  3.160377  -0.678148  0.760978  0.2047
H  4.287847  -1.193136  -0.504360  0.1950
H  4.642335  -1.529943  1.190962  0.2139
H  4.808413  0.917774  1.641441  0.2184
H  6.961887  1.297660  0.457762  0.2097
H  6.863711  -0.358144  1.055057  0.2094
H  6.594690  -0.022084  -0.655577  0.1973
H  4.901230  2.500891  -0.237165  0.2376
H  4.455583  1.220432  -1.367796  0.1991
H  2.965538  0.684301  -2.385177  0.2121
H  1.446887  1.479379  -2.839840  0.2131
H  1.185523  -0.957649  -2.880721  0.2221
H  1.678111  -1.069472  -1.177982  0.2075
H  -1.825375  0.626030  -2.310029  0.5028
H  -1.000242  -2.115083  -2.150234  0.2618
H  -0.501542  -2.094143  -0.442548  0.2362
H  -2.601663  -2.514893  1.279482  0.2477
H  -2.005456  -0.831963  1.482969  0.2420
H  -5.061271  -2.884494  0.934606  0.2218
H  -7.345971  -2.131019  1.467764  0.2166
H  -7.730347  0.167873  2.277010  0.2154
H  -5.822332  1.707166  2.552724  0.2162
H  -3.542610  0.951501  2.027102  0.2094
H  -1.292245  0.957055  0.029860  0.2273
H  0.170249  0.114627  0.608832  0.2046
H  0.596659  2.547894  0.466879  0.2520
H  0.092221  2.536556  -1.247944  0.2041

Cartesian forces (eV/Å) of the 6 atoms listed first:
C 0.10 0.25 0.17
C 0.06 -0.06 -0.16
C -0.25 0.09 0.12
C 0.00 -0.04 0.37
C 0.23 0.08 -0.28
O 0.15 0.06 0.38

[2]
C18H28AuN12PS2 | ωB97M-V/def2-TZVPD

For the HOMO-LUMO gap (alpha / beta), the calculation gives 0.200 / 0.210 Ha. As for the lowest unoccupied orbital energy (alpha / beta): 3.76 / 3.43 eV. As for the total charge: -2. Its multiplicity is 3. The expectation value of S² is 2.01.

Each line ends with the natural charge from an NBO analysis.
Positions of all 62 atoms, in Å:
Au  0.262927  0.448455  0.672305  1.0218
S  2.334459  1.309719  -0.510635  -0.2046
C  1.789720  2.880310  -0.040788  -0.2129
S  0.307461  2.863407  0.819356  -0.1326
C  2.499374  4.037514  -0.349548  -0.5115
C  2.036841  5.327998  0.026816  0.3317
N  1.682065  6.390624  0.306538  -0.4123
C  3.729836  3.985911  -1.059675  0.3350
N  4.737468  3.965937  -1.624312  -0.4232
N  -2.809275  -0.774273  2.737078  -0.6107
C  -2.976756  -0.678681  1.368541  0.4155
N  -4.090747  -1.098910  0.780709  -0.4339
N  -3.863919  -0.880860  -0.532201  -0.1541
N  -2.692684  -0.369648  -0.706504  -0.1460
N  -2.088342  -0.217320  0.495735  -0.4854
C  -1.654606  -0.580477  3.465204  0.4183
N  -1.589432  -0.906309  4.753345  -0.4332
N  -0.330103  -0.579435  5.106567  -0.1540
N  0.308995  -0.098411  4.092086  -0.1675
N  -0.507413  -0.085368  3.010581  -0.4853
H  -3.595049  -1.132820  3.247453  0.4064
C  0.600056  -4.148071  -1.682327  -0.6181
C  1.912930  -3.616370  -1.090072  -0.3544
C  2.374165  -2.500976  -2.048247  -0.6231
C  2.948052  -4.745284  -1.069946  -0.6160
P  1.544869  -2.814293  0.573135  1.7987
N  0.630848  -1.561205  0.163839  -1.0224
C  3.151361  -2.444901  1.474014  -0.3788
C  3.778371  -3.676630  2.141391  -0.6126
C  2.881743  -1.358495  2.527239  -0.6273
C  4.186542  -1.837076  0.515455  -0.6162
C  0.422402  -3.888943  1.635828  -0.3246
C  0.815014  -5.371652  1.603887  -0.6183
C  0.427638  -3.410861  3.095193  -0.6321
C  -1.023809  -3.721220  1.138362  -0.6106
H  0.795821  -4.441719  -2.717690  0.1999
H  -0.164310  -3.371074  -1.685037  0.2566
H  0.218315  -5.024013  -1.160940  0.1981
H  2.372074  -2.908927  -3.063356  0.1988
H  3.375101  -2.136929  -1.839813  0.2161
H  1.685823  -1.654632  -2.022500  0.2594
H  3.030075  -5.153973  -2.082198  0.2042
H  2.663327  -5.562813  -0.406919  0.2085
H  3.937647  -4.397317  -0.779371  0.2081
H  3.169997  -4.064974  2.955446  0.2120
H  4.737344  -3.371256  2.570378  0.2087
H  3.975783  -4.488250  1.439438  0.2007
H  2.141868  -1.610331  3.277552  0.2475
H  2.555969  -0.430785  2.056518  0.2532
H  3.827855  -1.159482  3.040469  0.1990
H  4.586257  -2.551896  -0.202525  0.1895
H  5.022021  -1.481676  1.124709  0.2119
H  3.789507  -0.969431  -0.010828  0.2485
H  1.832905  -5.544853  1.954161  0.2066
H  0.708136  -5.818269  0.616624  0.2016
H  0.138948  -5.904511  2.278842  0.2130
H  1.372757  -3.584985  3.605046  0.1972
H  -0.342906  -3.974570  3.626758  0.2144
H  0.172500  -2.356822  3.177335  0.2689
H  -1.188977  -4.125800  0.143864  0.2073
H  -1.325012  -2.674585  1.127024  0.2609
H  -1.674366  -4.255754  1.836028  0.2041

Cartesian forces (eV/Å) of the 6 atoms listed first:
Au -0.02 -0.03 -0.09
S -0.05 0.11 0.05
C 0.00 -0.04 -0.03
S 0.02 -0.02 -0.01
C 0.02 0.00 0.00
C -0.04 -0.01 -0.04

[3]
C18H28BO8SeTa | ωB97M-V/def2-TZVPD

For the HOMO-LUMO gap (alpha / beta), the calculation gives 0.226 / 0.226 Ha. As for the lowest unoccupied orbital energy (alpha / beta): -7.66 / -7.66 eV. As for the total charge: +2.

Each line ends with the natural charge from an NBO analysis.
Positions of all 57 atoms, in Å:
Ta  0.353851  0.144032  -0.663759  1.6486
C  -2.236858  1.822487  -2.494136  -0.0828
C  -1.034565  1.859345  -3.388424  -0.0901
O  -0.305906  0.648824  -3.207350  -0.5443
C  0.808964  0.599618  -4.094648  -0.0963
C  1.456852  -0.739545  -3.953309  -0.0842
O  1.822966  -0.877332  -2.582726  -0.5560
C  2.632256  -2.010365  -2.291480  -0.0897
C  3.364689  -1.704715  -1.020934  -0.0840
O  2.397836  -1.393748  -0.019210  -0.5524
C  2.969845  -1.191831  1.286328  -0.0891
C  2.997058  0.253532  1.696744  -0.1014
O  1.654951  0.662077  1.836905  -0.5303
C  1.539244  1.975806  2.373169  -0.0920
C  0.084230  2.378795  2.403995  -0.0813
O  -0.500060  2.134680  1.128334  -0.5531
C  -1.442442  3.075049  0.655730  -0.0866
C  -2.467106  2.279733  -0.108041  -0.0782
O  -1.805895  1.558116  -1.160366  -0.5629
H  -2.924446  1.032155  -2.800711  0.2121
H  -2.734356  2.790148  -2.555063  0.2214
H  -0.390330  2.712628  -3.153320  0.2042
H  -1.362031  1.932005  -4.427960  0.2228
H  1.508429  1.399473  -3.837349  0.2138
H  0.467851  0.734715  -5.123093  0.2239
H  2.350562  -0.770503  -4.579107  0.2234
H  0.778429  -1.546074  -4.243310  0.2067
H  3.354436  -2.177388  -3.092184  0.2261
H  2.007513  -2.901117  -2.182480  0.2056
H  4.042458  -0.858004  -1.159996  0.2050
H  3.938554  -2.582756  -0.719788  0.2250
H  3.986054  -1.584913  1.304587  0.2198
H  2.351530  -1.752096  1.987568  0.2258
H  3.512021  0.882211  0.960173  0.1958
H  3.527562  0.325620  2.650470  0.2210
H  2.116883  2.670697  1.757451  0.1975
H  1.933271  1.984087  3.392098  0.2156
H  0.038492  3.441752  2.645826  0.2122
H  -0.460808  1.805806  3.155659  0.2122
H  -0.942068  3.789272  -0.006281  0.1971
H  -1.923809  3.603703  1.479721  0.2203
H  -3.228865  2.940528  -0.519893  0.2180
H  -2.944547  1.546193  0.542985  0.2121
Se  1.705929  2.048637  -0.986031  -0.1932
O  -0.944435  -0.680668  2.319898  -0.6254
B  -0.762390  -0.781803  0.969952  0.4272
O  -1.516188  -1.814500  0.433637  -0.6304
C  -2.197745  -2.373337  1.504903  0.1909
C  -3.082782  -3.428811  1.525828  -0.2194
C  -3.605083  -3.761623  2.768128  -0.1886
C  -3.250334  -3.065852  3.923789  -0.1836
C  -2.360313  -2.000834  3.891245  -0.2435
C  -1.841384  -1.677642  2.656185  0.2713
H  -3.367959  -3.958207  0.627434  0.2422
H  -4.299714  -4.586827  2.840369  0.2403
H  -3.684123  -3.358387  4.869855  0.2402
H  -2.086200  -1.452840  4.781984  0.2404

Cartesian forces (eV/Å) of the 6 atoms listed first:
Ta 3.08 3.48 -3.21
C -0.01 -0.17 -0.39
C -0.24 0.29 0.04
O -0.01 -0.58 1.06
C 0.28 -0.03 -0.25
C -0.23 0.01 -0.25

[4]
C18H28Br2F7NO8S | ωB97M-V/def2-TZVPD

For the HOMO-LUMO gap, the calculation gives 0.368 Ha. As for the lowest unoccupied orbital energy: 0.13 eV.

Each line ends with the natural charge from an NBO analysis.
Positions of all 65 atoms, in Å:
C  5.738113  -0.548799  -0.314775  -0.6285
C  4.416661  -0.107770  -0.998950  -0.0681
O  3.949276  1.159983  -0.530555  -0.5243
C  3.024305  1.723177  -1.451247  -0.0891
C  1.589175  1.115407  -1.309407  -0.5544
C  1.002550  0.449930  -2.597217  -0.0506
Br  2.011777  -1.188113  -3.129796  0.0591
Br  1.164659  1.687155  -4.162482  0.0645
C  -0.507712  0.014744  -2.503852  -0.5599
C  -1.285609  0.519703  -1.255000  0.2609
C  -0.993856  -0.300806  0.068220  -0.2824
N  -0.217319  -1.533543  -0.163231  -0.8683
C  -2.809923  0.285008  -1.576986  -0.4424
C  -3.159713  -1.216613  -1.787651  0.0320
F  -3.454737  -1.447710  -3.129609  -0.3713
O  -1.177332  1.937653  -1.009937  -0.6627
S  0.382618  2.425923  -0.794283  2.2540
O  0.580853  2.791786  0.633761  -0.9087
O  0.560901  3.640042  -1.633799  -0.9069
H  5.850228  -1.633508  -0.543153  0.2124
H  5.722921  -0.450158  0.784186  0.2227
H  6.608236  -0.046499  -0.782584  0.2136
H  4.541944  -0.098268  -2.103227  0.1760
H  3.630242  -0.862087  -0.754875  0.1561
H  2.946583  2.791635  -1.153343  0.2386
H  3.420482  1.711796  -2.484028  0.2114
H  1.581468  0.363898  -0.491268  0.2755
H  -1.008679  0.394816  -3.418992  0.2532
H  -0.580153  -1.086578  -2.578924  0.2842
H  -1.967973  -0.571712  0.525400  0.2041
H  -0.442548  0.312617  0.818362  0.2208
H  -0.665387  -2.354021  0.220570  0.3891
H  0.717596  -1.437382  0.209099  0.3643
H  -3.055143  0.849247  -2.501083  0.2401
H  -3.402715  0.699716  -0.734776  0.2242
H  -2.361950  -1.926307  -1.508491  0.1883
H  -4.083125  -1.423582  -1.208241  0.1720
C  -0.972874  5.856045  1.891025  -0.6387
C  -1.312170  6.730726  3.080240  -0.0798
O  -1.320664  5.964241  4.296554  -0.4794
C  -0.129954  5.750073  4.853844  0.6881
O  0.909144  6.142964  4.423240  -0.5312
C  -0.293863  4.969638  6.153198  0.8971
F  -1.142325  3.945564  6.020989  -0.3093
F  -0.772655  5.750064  7.128824  -0.3105
F  0.858336  4.467643  6.583390  -0.3009
H  -1.649660  5.001656  1.839639  0.2154
H  -1.047469  6.423475  0.963024  0.2234
H  0.038108  5.455964  1.970652  0.2342
H  -2.317438  7.136275  2.966877  0.1925
H  -0.630306  7.578054  3.164596  0.1979
C  -3.179856  -7.005020  -1.289873  -0.6386
C  -2.356003  -6.945829  -0.019924  -0.0804
O  -0.961137  -6.771332  -0.320524  -0.4698
C  -0.575961  -5.524114  -0.573763  0.6986
O  -1.294605  -4.570118  -0.565874  -0.5602
C  0.927659  -5.480098  -0.826781  0.8965
F  1.332682  -6.459210  -1.637743  -0.3040
F  1.614808  -5.613752  0.312590  -0.3081
F  1.306147  -4.335061  -1.380607  -0.2980
H  -2.799175  -7.780513  -1.956485  0.2186
H  -4.223919  -7.217809  -1.059539  0.2252
H  -3.131447  -6.061050  -1.834373  0.2232
H  -2.436696  -7.889558  0.518311  0.2003
H  -2.705406  -6.159706  0.650671  0.1985

Cartesian forces (eV/Å) of the 6 atoms listed first:
C -0.33 -0.32 -0.75
C 0.17 -0.77 0.72
O -0.06 -0.20 -0.97
C -0.02 1.33 1.16
C -0.72 -1.06 -0.92
C -0.44 -0.32 -0.48

- Which formula does entry 2 have?
  C18H28AuN12PS2